(1)
The following is a quantum chemistry calculation of the molecule C3H5N3O2S at a distorted geometry, from the Open Molecules 2025 dataset.

Values from the calculation:
HOMO (spin up / spin down) in eV: -8.17 / -8.17
DFT total energy in hartree: -829.96901

Each line ends with the natural charge from an NBO analysis.
Positions of all 14 atoms, in Å:
C  -2.474  1.332  0.138  0.301
C  0.723  -0.145  1.097  -0.657
C  -0.093  -0.545  0.148  0.174
N  -2.319  0.204  0.441  -0.007
N  -1.562  -0.850  0.480  -0.426
N  -0.052  -0.704  -1.271  -0.870
O  2.800  -0.561  -0.565  -0.984
O  3.145  0.865  1.449  -0.913
S  2.266  0.333  0.424  1.983
H  -2.939  2.196  -0.146  0.253
H  -1.483  -1.340  1.427  0.440
H  -0.557  -1.511  -1.656  0.387
H  0.889  -0.617  -1.509  0.403
H  1.658  1.343  -0.457  -0.084

***

(2)
The following is a quantum chemistry calculation of a structure of composition C75H160N15O15 at a distorted geometry, from the Open Molecules 2025 dataset.

Values from the calculation:
HOMO (spin up / spin down) in eV: -6.98 / -7.28
Multiplicity: 6
DFT total energy in hartree: -4902.57426

Each line ends with the Mulliken charge.
Positions of all 265 atoms, in Å:
C  6.416  4.562  3.942  -1.606
C  6.843  3.281  3.253  1.333
C  7.274  1.929  3.912  -1.188
C  6.304  1.242  4.723  -0.522
C  5.166  0.834  3.794  -0.868
C  4.714  2.012  2.720  0.152
N  5.537  3.011  2.409  0.885
O  5.179  3.731  1.561  -0.626
C  6.129  -0.028  -0.496  -1.528
C  3.621  2.022  1.853  -0.609
C  7.783  3.632  2.141  -1.601
H  7.271  5.201  4.100  0.547
H  5.789  4.357  4.803  0.312
H  5.738  5.121  3.276  0.223
H  7.899  1.351  3.094  0.197
H  8.006  2.489  4.464  0.481
H  6.138  2.160  5.486  0.203
H  6.722  0.543  5.349  0.538
H  4.211  0.402  4.413  0.247
H  5.197  -0.043  3.118  0.371
H  5.065  0.104  -0.818  0.534
H  7.045  0.014  -0.981  0.538
H  6.365  -0.581  0.389  0.445
H  4.150  1.954  0.877  0.098
H  3.021  1.162  2.083  0.503
H  2.891  2.853  1.943  -0.214
H  8.728  3.367  2.628  0.541
H  7.708  4.735  1.964  0.361
H  7.695  2.927  1.251  0.142
C  0.929  4.606  8.157  -1.349
C  0.959  3.700  6.602  0.569
C  -0.439  3.736  5.969  -0.310
C  -0.775  4.954  5.055  -1.488
C  0.394  5.087  3.989  -0.208
C  1.633  5.354  4.765  2.172
N  1.966  4.151  5.633  0.889
O  3.058  3.699  5.647  -0.735
C  2.745  5.339  3.670  -1.008
C  1.724  6.617  5.602  -2.285
C  1.274  2.160  6.942  -1.532
H  0.014  4.195  8.452  0.516
H  0.860  5.655  7.627  0.321
H  1.718  4.365  8.824  0.337
H  -0.383  2.801  5.290  -0.084
H  -1.278  3.835  6.666  0.332
H  -0.880  5.928  5.486  0.467
H  -1.581  4.743  4.379  0.707
H  -0.110  5.713  3.278  -0.355
H  0.710  4.129  3.498  0.150
H  3.681  5.909  3.788  0.209
H  3.112  4.302  3.754  -0.031
H  2.244  5.725  2.776  0.023
H  0.874  6.876  6.163  0.654
H  2.570  6.569  6.195  0.507
H  1.509  7.369  4.843  0.369
H  1.089  2.120  8.034  0.405
H  2.259  2.063  6.657  0.458
H  0.564  1.617  6.386  0.270
C  6.406  3.107  -2.346  -1.417
C  5.894  4.019  -3.486  2.028
C  4.273  3.945  -3.314  -1.717
C  3.674  4.946  -2.394  1.102
C  4.237  6.357  -2.345  -1.128
C  5.761  6.318  -2.588  0.864
N  6.328  5.382  -3.467  0.723
O  7.485  5.486  -3.831  -0.615
C  6.234  7.803  -2.951  -1.596
C  6.400  6.229  -1.067  -1.149
C  6.268  3.474  -4.903  -1.484
H  5.648  3.253  -1.479  -0.101
H  7.346  3.491  -2.081  0.444
H  6.547  2.015  -2.255  0.209
H  3.968  4.247  -4.370  0.529
H  3.931  2.888  -3.090  0.287
H  4.182  4.694  -1.460  -0.601
H  2.543  4.736  -2.395  0.054
H  4.182  7.067  -1.489  0.353
H  4.069  7.051  -3.237  0.231
H  7.353  7.893  -2.910  0.395
H  6.007  8.199  -3.989  0.403
H  5.880  8.579  -2.272  0.378
H  5.803  5.458  -0.546  0.174
H  7.472  5.996  -1.234  0.373
H  6.395  7.099  -0.304  0.297
H  5.335  3.025  -5.357  0.348
H  6.974  2.640  -4.967  0.330
H  6.424  4.412  -5.534  0.322
C  -4.572  -7.382  3.926  -1.627
C  -5.494  -8.170  2.950  1.269
C  -4.535  -8.832  1.812  -0.703
C  -3.804  -10.261  2.217  -0.855
C  -5.127  -11.115  2.568  -1.090
C  -5.975  -10.680  3.821  0.999
N  -6.113  -9.186  3.859  0.849
O  -6.917  -8.793  4.869  -0.597
C  -7.299  -11.469  3.809  -1.610
C  -5.225  -11.124  5.153  -1.525
C  -6.576  -7.265  2.409  -1.761
H  -4.117  -6.666  3.218  0.361
H  -3.728  -7.978  4.176  0.355
H  -5.143  -6.950  4.755  0.394
H  -5.124  -8.925  0.859  0.388
H  -3.711  -8.054  1.659  0.105
H  -3.020  -10.124  2.939  0.352
H  -3.500  -10.566  1.245  0.419
H  -4.853  -12.072  3.034  0.507
H  -5.635  -11.332  1.638  0.369
H  -7.740  -11.092  2.860  0.398
H  -7.193  -12.518  3.682  0.399
H  -7.980  -11.190  4.662  0.314
H  -4.199  -10.743  5.169  0.327
H  -5.763  -10.874  6.074  0.377
H  -5.150  -12.287  5.250  0.379
H  -7.108  -7.896  1.719  0.432
H  -6.163  -6.468  1.820  0.335
H  -7.225  -6.973  3.214  0.429
C  -0.515  2.315  0.307  -0.944
C  -0.864  1.361  -0.888  1.020
C  0.391  0.383  -0.986  -2.497
C  0.327  -1.081  -1.491  1.178
C  -0.951  -1.632  -1.175  -1.798
C  -2.214  -0.919  -1.274  3.634
N  -2.082  0.440  -0.719  1.482
O  -3.184  1.181  -0.363  -0.400
C  -2.480  -0.597  -2.731  -1.190
C  -3.227  -1.767  -0.609  -0.834
C  -0.797  2.024  -2.324  -1.316
H  -1.222  3.179  0.429  0.252
H  0.553  2.482  0.025  0.243
H  -0.430  1.606  1.163  0.095
H  1.210  0.734  -1.448  2.095
H  0.698  0.309  0.366  -0.462
H  1.125  -1.798  -1.258  -0.638
H  0.525  -0.954  -2.552  -0.024
H  -0.861  -1.687  -0.102  -0.230
H  -1.015  -2.608  -1.618  0.481
H  -1.995  0.281  -3.266  -1.322
H  -2.736  -1.392  -3.443  0.432
H  -3.322  0.001  -2.604  0.204
H  -2.866  -1.850  0.465  -0.182
H  -4.194  -1.183  -0.469  0.045
H  -3.367  -2.834  -0.988  -0.027
H  -1.771  2.426  -2.468  0.807
H  -0.540  1.468  -3.185  -0.121
H  0.036  2.640  -2.027  0.040
C  -3.462  -2.738  -5.817  0.158
O  -3.316  -3.967  -5.894  -0.661
N  -4.590  -2.096  -5.367  0.323
C  -4.743  -0.644  -5.475  -0.570
C  -5.780  -2.833  -5.152  -1.180
H  -2.634  -2.034  -6.094  0.241
H  -5.114  -0.219  -4.517  0.146
H  -5.402  -0.358  -6.286  0.439
H  -3.793  -0.186  -5.684  0.032
H  -6.002  -3.445  -5.968  0.406
H  -5.881  -3.404  -4.280  0.335
H  -6.667  -2.130  -5.198  0.378
C  -1.832  2.624  -6.692  -0.097
O  -2.417  2.920  -5.654  -0.526
N  -0.882  1.698  -6.898  0.332
C  -0.491  1.343  -8.199  -0.848
C  -0.458  0.909  -5.799  -0.382
H  -2.052  3.143  -7.608  0.332
H  -0.730  2.149  -8.872  0.318
H  -0.877  0.444  -8.615  0.313
H  0.600  1.200  -8.182  0.290
H  -0.839  -0.097  -5.826  0.056
H  0.646  0.787  -5.917  0.325
H  -0.677  1.333  -4.864  -0.170
C  -6.667  1.030  -1.723  0.477
O  -7.300  0.821  -2.731  -0.687
N  -7.269  1.647  -0.632  0.093
C  -6.420  1.781  0.563  -0.571
C  -8.622  2.121  -0.716  -1.058
H  -5.565  0.861  -1.554  0.122
H  -6.363  2.800  0.681  0.258
H  -5.526  1.232  0.472  -0.060
H  -6.977  1.359  1.475  0.312
H  -8.703  3.145  -0.389  0.371
H  -8.719  2.069  -1.759  0.359
H  -9.414  1.611  -0.178  0.264
C  3.478  -4.615  2.765  0.166
O  4.396  -3.836  2.702  -0.531
N  2.276  -4.338  2.236  0.287
C  1.251  -5.341  2.102  -0.727
C  2.017  -3.212  1.350  -0.841
H  3.508  -5.579  3.303  0.301
H  1.041  -5.666  1.054  0.198
H  0.287  -5.029  2.600  0.114
H  1.556  -6.276  2.597  0.470
H  1.250  -2.561  1.646  0.498
H  2.954  -2.640  1.163  0.259
H  1.721  -3.719  0.385  -0.076
C  -2.590  -2.885  3.017  0.155
O  -1.535  -3.376  3.212  -0.557
N  -2.870  -1.564  2.722  0.302
C  -4.141  -1.060  2.729  -0.683
C  -1.715  -0.622  2.824  -0.903
H  -3.549  -3.434  2.981  0.214
H  -4.156  -0.479  1.810  0.136
H  -4.393  -0.410  3.555  0.361
H  -4.920  -1.878  2.679  0.205
H  -2.178  0.290  2.461  0.288
H  -1.249  -0.439  3.809  0.572
H  -0.920  -0.886  2.085  -0.079
C  4.146  -2.544  -2.519  0.484
O  4.347  -1.737  -3.455  -0.810
N  4.619  -3.794  -2.353  0.266
C  4.409  -4.592  -1.158  -0.458
C  5.511  -4.319  -3.360  -1.066
H  3.455  -2.310  -1.677  0.149
H  4.868  -4.202  -0.199  0.217
H  4.676  -5.641  -1.391  0.319
H  3.340  -4.430  -0.886  -0.053
H  5.206  -3.892  -4.328  0.348
H  6.535  -4.004  -3.180  0.336
H  5.437  -5.424  -3.391  0.314
C  2.082  -2.481  -5.665  -0.205
O  1.313  -1.657  -6.108  -0.544
N  1.781  -3.413  -4.772  0.637
C  2.451  -4.666  -4.674  -0.987
C  0.330  -3.534  -4.502  -0.459
H  3.113  -2.436  -5.935  0.396
H  1.851  -5.461  -5.189  0.344
H  2.540  -4.939  -3.615  0.163
H  3.463  -4.531  -5.108  0.308
H  -0.149  -3.880  -5.433  0.477
H  0.240  -4.306  -3.724  0.255
H  -0.203  -2.619  -4.207  -0.459
C  -7.145  4.847  -1.178  0.042
O  -7.638  5.475  -0.259  -0.656
N  -5.810  4.927  -1.375  0.192
C  -5.034  4.238  -2.362  -0.919
C  -4.947  5.822  -0.436  -1.057
H  -7.678  4.336  -1.996  0.510
H  -4.436  4.975  -2.901  0.398
H  -5.734  3.742  -3.097  0.288
H  -4.279  3.501  -2.019  0.178
H  -4.560  5.211  0.396  0.279
H  -4.228  6.291  -1.127  0.338
H  -5.663  6.483  -0.074  0.422
C  -0.176  -6.982  -1.859  0.042
O  0.667  -6.479  -1.134  -0.573
N  -1.473  -6.760  -1.753  0.220
C  -2.111  -5.806  -0.843  -0.349
C  -2.512  -7.379  -2.621  -0.880
H  0.043  -7.617  -2.739  0.289
H  -2.556  -4.935  -1.337  0.309
H  -1.244  -5.484  -0.155  0.000
H  -2.890  -6.384  -0.346  0.068
H  -3.045  -6.772  -3.351  0.314
H  -2.065  -8.161  -3.226  0.351
H  -3.194  -7.932  -2.000  0.222
C  0.658  6.391  -0.015  0.400
O  0.861  5.686  0.947  -0.528
N  0.178  7.610  0.126  0.195
C  0.016  8.573  -0.966  -1.123
C  0.044  8.077  1.516  -0.925
H  0.803  5.991  -1.051  0.004
H  0.908  9.210  -1.092  0.299
H  -0.917  9.159  -0.784  0.380
H  -0.198  7.982  -1.845  0.391
H  -0.359  9.054  1.388  0.455
H  -0.565  7.502  2.090  0.316
H  1.029  8.088  2.025  0.228